127
Properties=species:S:1:pos:R:3 method="wB97M-V/def2-TZVPD" gap_ev=6.84 e_tot_ev=-103890.766 homo_ha=-0.25019 total_charge=-1 relative_energy_ev=4.429 lumo_ev=0.03
C 38.21000 52.41600 44.58500
O 38.39300 53.22500 43.67500
O 38.87400 51.20500 44.63900
O 37.29400 52.51900 45.46300
H 39.48700 51.31300 43.92800
C 33.12400 52.65600 44.02700
C 31.95500 51.81600 43.87200
C 32.18300 50.34900 43.33500
C 33.60900 49.81100 42.94300
C 34.83100 50.72600 43.35400
C 34.48100 52.28200 43.78400
N 33.82400 48.54100 42.46200
O 32.71800 47.93600 42.19900
O 34.88100 48.41300 41.93100
H 32.66100 53.63600 44.37300
H 30.95100 52.23300 44.15100
H 31.28300 49.76700 43.05300
H 35.94000 50.39700 43.21000
H 35.31400 52.96700 43.81900
C 37.77600 50.78500 47.86600
C 37.60900 49.51100 48.79900
C 38.03600 49.69000 50.21300
C 38.59100 50.96100 50.80200
C 38.60700 52.25400 49.88700
C 38.20600 52.06300 48.41900
N 38.96100 51.07800 52.18500
O 39.17700 50.08800 52.89700
O 39.22600 52.18600 52.75700
H 37.51400 50.63900 46.89700
H 37.29600 48.61300 48.64800
H 38.02800 48.67600 50.69700
H 38.88200 53.07800 50.41900
H 38.15100 52.82300 47.70900
C 32.92800 51.55500 48.42700
C 32.49200 52.51700 49.58800
C 33.24100 53.72900 49.90200
C 34.39300 54.19800 48.92600
C 35.01400 53.16400 47.89000
C 33.98800 51.90800 47.60300
N 34.99000 55.48500 48.95400
O 36.27400 55.63300 48.66100
O 34.22200 56.33700 49.26800
H 32.52300 50.70100 48.10900
H 31.69700 52.26200 50.27300
H 33.21100 54.47500 50.71100
H 35.66600 53.26700 47.20500
H 34.41200 51.23200 46.90900
C 36.40100 52.16100 39.68200
C 36.83800 52.88300 41.00000
C 37.29000 54.30100 40.78900
C 37.50600 54.94400 39.40300
C 37.15700 54.03200 38.10100
C 36.57300 52.68400 38.33900
N 37.96400 56.32600 39.32800
O 38.42100 56.64700 38.18600
O 37.66800 57.05300 40.19300
H 36.01500 51.15100 39.84600
H 36.87100 52.43400 42.00600
H 37.70200 54.97300 41.53700
H 37.12600 54.29000 37.02600
H 36.46600 51.99300 37.50100
C 39.12200 47.86400 42.24500
C 37.95900 46.91600 42.42600
C 38.19900 45.53400 42.11400
C 39.60500 44.94100 41.70300
C 40.76100 45.95700 41.58900
C 40.45500 47.39100 41.99200
N 39.71500 43.56800 41.33400
O 38.66100 42.89300 41.20200
O 40.78300 43.03400 41.50000
H 39.05300 48.95100 42.48700
H 36.88200 47.45000 42.35000
H 37.44600 44.60400 42.17700
H 41.64700 45.89100 41.16800
H 41.37500 48.16400 42.01700
C 41.14000 54.91900 40.11800
C 40.49100 55.36400 41.54000
C 40.49500 56.82900 42.09700
C 41.27200 57.81200 41.16200
C 41.68400 57.37100 39.70400
C 41.61900 55.90600 39.24300
N 41.39500 59.28900 41.70600
O 42.17600 60.03200 40.96400
O 40.85200 59.62800 42.66100
H 41.11400 53.91700 39.77800
H 39.94900 54.73500 42.19200
H 40.05000 56.91000 42.95800
H 42.21700 57.87700 38.98000
H 42.00000 55.81000 38.20200
C 35.45100 55.96900 44.35700
C 34.62800 56.00300 42.95800
C 33.21200 56.69100 42.94000
C 32.63500 57.42800 44.28900
C 33.69400 57.39200 45.47500
C 35.04300 56.70400 45.43700
N 31.47400 58.31700 44.21400
O 30.93600 58.80000 45.21300
O 30.91000 58.32300 43.11400
H 36.45900 55.31100 44.53000
H 35.03600 55.48400 42.09000
H 32.47900 56.71400 42.08300
H 33.34600 57.89800 46.48300
H 35.45200 56.71600 46.25800
C 41.51500 54.16200 47.80100
O 42.25800 54.04800 48.86900
N 40.59700 55.17900 47.71700
C 39.73200 55.22700 46.62200
C 40.64700 56.26900 48.75900
H 41.60200 53.50400 46.96200
H 39.42500 54.21900 46.12000
H 40.05800 55.86900 45.76800
H 38.75600 55.48300 46.92400
H 40.68100 57.34600 48.49800
H 41.56100 56.35900 49.35600
H 39.75800 56.22300 49.41600
C 42.11100 51.15700 42.18600
O 41.31800 52.00600 42.49000
N 42.94900 50.57000 43.07900
C 44.04100 49.65800 42.78700
C 42.76300 51.06100 44.45900
H 42.20800 50.88200 41.16800
H 43.69100 48.65700 42.81500
H 44.87100 49.83300 43.53700
H 44.59100 49.87300 41.95300
H 43.43800 52.12100 44.53900
H 43.31400 50.49200 45.18300
H 41.72100 50.89200 44.73400